[1]
104
Properties=species:S:1:pos:R:3:forces:R:3 method="wB97M-V/def2-TZVPD" homo_energy_ev="-7.92 / -7.87" charge=0 lumo_energy_ev="-0.836 / -1.391" de_lowest_kcal_mol=0.00 orbital_gap_ev="7.084 / 6.478" e_tot_ha=-3618.76982 s_squared=0.760 spin_multiplicity=2
Ru -0.134 0.540 0.348 -0.5 0.3 -0.3
C -0.722 -2.923 1.131 0.0 0.0 0.1
C -1.926 -2.564 0.254 0.0 -0.1 -0.2
C -1.501 -2.819 -1.203 0.1 0.0 0.0
C -3.112 -3.461 0.608 0.0 -0.1 0.0
P -2.251 -0.755 0.522 0.2 0.5 0.1
C -2.773 -0.576 2.289 0.0 0.0 0.2
N -1.566 -0.307 3.017 0.2 -0.2 -0.3
B -0.394 0.199 2.363 -0.1 -0.3 0.4
N 0.569 0.347 3.418 0.1 0.0 -0.2
C 1.853 0.935 3.164 0.1 0.1 0.0
P 2.028 0.749 1.328 0.1 0.0 -0.2
C 3.054 -0.811 1.143 0.1 0.0 0.2
C 2.510 -1.851 2.144 0.0 0.0 0.0
C 2.938 -1.364 -0.279 -0.1 0.0 0.0
C 4.537 -0.629 1.488 0.0 0.0 -0.1
C 2.981 2.266 0.779 0.1 0.0 -0.1
C 3.529 2.053 -0.639 0.0 0.0 0.0
C 4.118 2.659 1.731 0.0 0.0 0.0
C 1.990 3.435 0.727 0.0 0.0 0.0
C 0.047 -0.153 4.604 -0.1 0.1 0.1
C 0.604 -0.286 5.861 0.0 0.0 0.0
C -0.172 -0.860 6.867 0.0 0.0 0.0
C -1.474 -1.273 6.618 0.0 0.0 0.0
C -2.047 -1.127 5.356 0.0 0.0 0.0
C -1.279 -0.572 4.350 0.0 0.2 0.1
C -3.777 -0.172 -0.373 -0.2 -0.1 0.1
C -3.772 -0.564 -1.846 0.0 0.1 -0.1
C -3.779 1.360 -0.269 0.0 0.0 -0.1
C -5.058 -0.725 0.272 0.0 0.0 0.0
H -0.528 -3.993 1.032 0.0 0.0 0.0
H 0.167 -2.394 0.785 -0.1 0.0 0.0
H -0.871 -2.698 2.190 0.0 0.0 0.0
H -0.971 -3.774 -1.244 0.0 0.0 0.0
H -2.349 -2.885 -1.878 -0.1 0.0 0.0
H -0.829 -2.042 -1.582 0.0 -0.1 0.1
H -2.759 -4.495 0.653 0.0 0.0 0.0
H -3.559 -3.230 1.576 0.0 0.0 0.0
H -3.894 -3.419 -0.152 0.0 0.0 0.1
H -3.463 0.275 2.332 0.0 -0.1 0.1
H -3.312 -1.447 2.675 0.1 0.0 -0.1
H 1.885 1.999 3.420 -0.1 0.0 0.0
H 2.667 0.443 3.702 0.0 0.0 0.0
H 1.427 -1.874 2.211 0.0 0.0 0.0
H 2.857 -2.841 1.839 0.0 0.0 0.0
H 2.889 -1.668 3.150 0.0 0.0 0.0
H 1.902 -1.502 -0.600 0.1 0.0 0.1
H 3.417 -0.720 -1.017 0.0 0.0 0.0
H 3.435 -2.337 -0.308 0.0 0.0 0.0
H 4.685 -0.194 2.477 0.0 0.0 0.0
H 5.001 -1.619 1.500 0.0 0.0 0.0
H 5.071 -0.028 0.755 0.0 0.0 0.0
H 4.349 1.337 -0.671 0.0 0.0 0.0
H 2.747 1.719 -1.326 0.1 0.0 0.1
H 3.911 3.007 -1.011 0.0 0.0 0.0
H 4.909 1.918 1.802 0.0 -0.1 0.0
H 4.567 3.578 1.345 0.0 0.0 0.0
H 3.757 2.884 2.735 0.0 0.0 0.0
H 1.220 3.281 -0.030 0.0 0.0 0.0
H 1.494 3.611 1.684 0.0 0.0 0.0
H 2.550 4.337 0.470 0.0 0.0 0.0
H 1.613 0.052 6.064 0.0 0.0 0.0
H 0.244 -0.975 7.858 0.0 0.0 0.0
H -2.059 -1.705 7.418 0.0 0.0 0.0
H -3.072 -1.427 5.176 0.0 0.0 0.0
H -2.847 -0.295 -2.344 0.1 0.0 -0.1
H -3.964 -1.626 -1.988 0.0 0.0 0.0
H -4.573 -0.016 -2.349 0.0 0.0 0.0
H -2.943 1.798 -0.818 0.0 0.0 0.1
H -4.699 1.724 -0.732 0.0 0.0 0.0
H -3.777 1.724 0.759 0.0 0.0 0.0
H -5.217 -1.778 0.039 0.0 0.0 0.0
H -5.091 -0.604 1.354 0.0 0.0 0.0
H -5.906 -0.167 -0.132 0.0 0.0 0.0
C 0.440 -1.934 -4.294 0.1 -0.2 0.0
C -0.936 -1.442 -4.691 0.0 -0.2 -0.1
C -1.097 -1.268 -6.189 0.1 -0.1 0.0
O -1.344 -0.226 -4.042 -0.2 0.4 0.0
P -0.558 1.080 -3.607 0.5 0.3 0.2
S -1.715 2.608 -3.416 0.0 -0.2 0.0
S 0.564 0.588 -1.939 0.2 -0.2 0.1
O 0.559 1.210 -4.751 -0.3 -0.6 -0.1
C 1.834 1.897 -4.800 -0.3 0.3 -0.1
C 2.985 0.951 -4.522 -0.1 -0.1 0.1
C 1.838 3.142 -3.936 0.1 0.1 0.1
H 0.551 -2.946 -4.689 0.1 0.0 0.0
H 0.580 -1.966 -3.212 -0.1 0.0 -0.1
H 1.225 -1.314 -4.718 0.0 0.1 0.0
H -1.681 -2.160 -4.333 0.0 0.0 0.0
H -0.344 -0.582 -6.577 0.0 0.0 0.0
H -2.085 -0.872 -6.420 0.0 0.0 0.0
H -0.985 -2.232 -6.689 0.0 0.0 0.0
H 1.883 2.196 -5.850 0.1 0.1 0.1
H 2.926 0.527 -3.519 0.0 0.0 0.0
H 3.923 1.501 -4.619 0.0 0.0 0.0
H 2.997 0.140 -5.248 0.0 -0.1 0.0
H 1.802 2.895 -2.872 0.0 0.0 -0.1
H 0.982 3.772 -4.169 0.0 0.0 0.0
H 2.754 3.703 -4.128 0.0 0.0 0.0
N -0.842 2.249 1.062 -0.2 -0.2 0.0
C -1.513 3.171 1.301 0.2 0.1 0.2
N -2.127 4.256 1.563 0.0 0.0 -0.1
C -3.330 4.190 2.116 -0.1 0.0 0.1
N -4.385 4.181 2.593 0.1 0.0 0.0

[2]
103
Properties=species:S:1:pos:R:3:forces:R:3 method="wB97M-V/def2-TZVPD" homo_energy_ev=-7.98 charge=0 lumo_energy_ev=0.250 smiles="CC(C)C[PH](CC=O)(CCCCCN)C[C@@H](C)I.CC#N.CC#N.CC#N.CC#N.CC#N.CC#N.CC#N.CC#N.CC#N" orbital_gap_ev=8.230 e_tot_ha=-2515.81146 spin_multiplicity=1
C -1.614 2.332 -2.200 0.2 -0.3 0.0
C -1.589 1.390 -0.993 -0.1 -0.1 0.0
C -2.856 1.570 -0.157 -0.1 0.1 -0.2
C -0.295 1.608 -0.196 0.0 0.3 -0.1
P 0.048 0.517 1.235 -0.1 -0.5 0.1
C -0.674 1.932 2.513 -0.1 0.3 0.2
C -0.565 1.524 3.917 -0.1 0.0 -0.1
O 0.347 1.821 4.665 0.1 0.0 0.0
C 1.719 0.727 1.962 0.2 0.2 0.0
C 2.234 -0.381 2.905 0.1 0.0 0.0
C 1.225 -1.237 3.697 0.0 0.1 0.0
C 1.584 -2.721 3.679 0.0 0.0 0.0
C 3.016 -3.021 4.165 0.0 0.1 0.0
N 3.940 -3.457 3.110 0.1 0.0 0.0
C 0.661 -0.988 0.188 0.1 0.2 -0.2
C -0.452 -1.836 -0.415 -0.1 0.1 -0.1
C -0.391 -1.992 -1.927 0.1 0.0 -0.1
I -0.444 -3.807 0.483 -0.2 -0.2 0.0
H -2.288 1.928 -2.955 -0.1 0.2 0.1
H -0.626 2.387 -2.665 0.0 0.1 0.0
H -1.923 3.336 -1.902 0.0 0.0 -0.1
H -1.614 0.379 -1.404 0.2 -0.1 0.2
H -3.067 2.631 0.008 0.1 0.0 0.1
H -2.809 1.081 0.814 0.0 -0.1 -0.1
H -3.705 1.144 -0.694 0.0 0.1 0.0
H 0.559 1.485 -0.869 0.0 0.0 0.0
H -0.285 2.640 0.168 0.0 0.0 0.0
H -0.987 -0.318 1.726 -0.1 0.1 -0.1
H -0.089 2.843 2.365 0.0 0.0 0.0
H -1.717 2.125 2.256 0.0 -0.2 -0.1
H -1.368 0.856 4.299 0.0 0.0 -0.1
H 2.394 0.778 1.101 0.0 0.0 0.0
H 1.755 1.693 2.460 0.0 0.0 0.1
H 2.881 -1.048 2.334 -0.1 0.0 0.0
H 2.888 0.123 3.618 0.0 -0.1 0.0
H 1.187 -0.895 4.733 0.0 0.1 0.0
H 0.208 -1.112 3.314 0.0 -0.1 0.0
H 0.862 -3.265 4.292 0.0 0.0 0.0
H 1.469 -3.107 2.661 0.0 0.0 0.1
H 3.433 -2.127 4.637 0.0 0.0 0.1
H 2.982 -3.785 4.945 0.0 0.0 0.0
H 4.619 -2.743 2.881 -0.1 0.0 0.0
H 3.444 -3.681 2.256 0.0 0.0 0.0
H 1.303 -1.584 0.838 0.0 0.1 0.0
H 1.311 -0.629 -0.619 0.0 0.0 0.0
H -1.439 -1.467 -0.127 0.1 -0.1 0.1
H -1.349 -2.313 -2.337 0.0 -0.1 0.1
H 0.378 -2.701 -2.233 0.0 0.1 0.0
H -0.142 -1.027 -2.379 -0.1 0.0 0.0
C 5.032 2.050 3.898 0.0 0.0 0.0
C 5.328 1.345 2.657 -0.1 0.0 0.0
N 5.551 0.788 1.678 0.0 0.0 0.0
H 4.431 2.933 3.686 0.0 0.0 0.0
H 4.474 1.399 4.569 0.0 0.0 0.0
H 5.959 2.353 4.381 0.0 0.0 0.0
C 2.756 -6.133 -0.998 0.0 0.0 0.0
C 2.504 -5.102 -1.998 0.0 0.1 0.0
N 2.316 -4.281 -2.779 0.0 0.0 0.0
H 1.824 -6.621 -0.721 0.0 0.0 0.0
H 3.440 -6.877 -1.402 0.0 0.0 0.0
H 3.200 -5.680 -0.113 0.0 0.0 0.0
C -2.944 2.833 -6.142 0.0 0.0 0.0
C -2.686 1.507 -5.596 0.0 -0.1 0.0
N -2.477 0.461 -5.171 0.0 0.0 0.0
H -3.564 2.747 -7.031 0.0 0.1 0.0
H -3.477 3.441 -5.413 0.0 0.0 0.0
H -2.001 3.318 -6.390 0.0 0.0 0.0
C -5.686 1.093 -10.146 0.0 0.0 0.0
C -5.694 2.014 -9.016 0.0 0.0 0.0
N -5.698 2.736 -8.124 0.0 0.0 -0.1
H -5.326 0.118 -9.820 0.0 0.0 0.0
H -6.694 0.988 -10.542 0.0 0.0 0.0
H -5.032 1.474 -10.928 0.0 0.0 0.0
C 8.772 -0.074 0.974 -0.1 0.0 -0.1
C 9.956 0.394 1.684 0.1 0.0 0.0
N 10.888 0.762 2.243 0.0 0.0 0.0
H 7.919 0.565 1.191 0.0 0.0 0.0
H 8.952 -0.067 -0.099 0.0 0.0 0.0
H 8.526 -1.088 1.282 0.0 0.0 0.0
C -3.049 4.162 3.951 0.1 0.1 0.1
C -3.941 3.155 3.400 0.0 0.0 0.0
N -4.637 2.355 2.960 0.0 0.0 0.0
H -2.427 3.728 4.733 0.0 0.0 0.0
H -2.395 4.550 3.169 0.0 0.0 0.0
H -3.623 4.984 4.375 0.0 0.0 0.0
C -5.811 -0.228 1.212 0.0 -0.1 0.0
C -4.719 -0.996 0.628 0.0 0.0 0.0
N -3.836 -1.571 0.172 -0.1 -0.1 0.0
H -6.043 0.619 0.570 0.0 0.0 0.0
H -6.692 -0.858 1.322 0.0 0.0 0.0
H -5.509 0.165 2.180 0.0 0.0 0.0
C -1.809 -6.653 -2.160 -0.1 0.2 -0.1
C -0.869 -7.463 -1.400 0.0 0.0 0.1
N -0.116 -8.084 -0.796 0.0 0.0 0.0
H -2.279 -5.921 -1.506 0.0 0.0 0.0
H -1.278 -6.115 -2.945 0.0 0.0 0.0
H -2.574 -7.279 -2.616 0.0 0.0 0.0
C -0.394 5.782 -1.013 0.0 0.0 0.0
C -0.756 5.663 0.395 0.0 0.0 0.0
N -1.041 5.569 1.502 0.0 0.0 -0.1
H -0.087 6.803 -1.228 0.0 0.0 0.0
H 0.426 5.103 -1.239 0.0 0.0 0.0
H -1.249 5.525 -1.635 0.0 0.0 0.0

[3]
101
Properties=species:S:1:pos:R:3:forces:R:3 method="wB97M-V/def2-TZVPD" homo_energy_ev=-7.78 charge=0 lumo_energy_ev=0.228 de_lowest_kcal_mol=541.28 orbital_gap_ev=8.006 e_tot_ha=-2080.86583 spin_multiplicity=1
C 3.610 0.689 -2.726 0.7 0.6 -0.2
C 2.973 1.653 -3.677 0.0 1.1 -0.3
C 1.486 1.475 -3.367 1.8 -0.1 -0.5
O 1.465 1.105 -1.989 0.8 2.0 -4.7
C 2.740 0.834 -1.475 0.7 0.5 -1.9
H 4.632 1.023 -2.546 0.2 -0.5 0.0
H 3.564 -0.312 -3.155 0.4 0.1 0.3
H 3.224 1.519 -4.730 -0.1 -0.2 0.0
H 3.370 2.629 -3.400 -0.5 0.4 -0.1
H 1.187 0.635 -3.994 -0.7 -0.2 0.0
H 0.891 2.363 -3.578 -0.1 -0.1 0.2
H 2.748 -0.143 -0.991 -1.0 2.1 0.7
H 2.979 1.719 -0.885 0.9 -0.4 0.3
C 2.444 -1.960 -1.683 1.4 0.1 -0.2
C 2.550 -3.392 -1.764 -0.4 -4.8 -0.2
C 4.020 -3.789 -1.897 -1.0 1.2 0.8
O 4.642 -2.573 -1.499 2.7 -0.3 -0.8
C 3.769 -1.623 -1.000 0.1 -0.8 0.2
H 1.591 -1.591 -1.112 1.9 -2.8 -0.3
H 2.498 -1.638 -2.723 -0.6 0.8 0.2
H 2.072 -3.929 -2.583 -0.6 0.7 -0.4
H 2.049 -3.887 -0.932 1.7 -0.1 -0.6
H 4.183 -4.086 -2.933 0.8 0.4 0.0
H 4.331 -4.590 -1.227 0.0 -0.1 0.0
H 4.081 -0.593 -1.171 1.4 -1.5 -0.2
H 3.703 -1.713 0.085 -0.3 -0.2 0.5
C -3.586 0.456 1.273 -2.4 -0.7 -0.6
C -4.532 1.527 0.856 0.0 1.6 -1.2
C -3.545 2.574 0.333 -0.3 1.0 0.5
O -2.299 2.301 0.997 0.1 -0.4 0.4
C -2.525 1.230 1.967 -3.9 0.9 -4.5
H -3.167 -0.058 0.408 -0.7 0.0 0.6
H -4.198 -0.239 1.850 0.5 -0.4 0.2
H -5.033 1.995 1.703 -0.2 -0.4 0.2
H -5.267 1.326 0.077 -0.2 -0.3 0.4
H -3.927 3.557 0.608 0.3 0.3 0.2
H -3.406 2.640 -0.746 0.1 -0.4 0.1
H -2.905 1.552 2.936 -0.9 1.4 -1.3
H -1.734 0.503 2.152 -2.0 2.7 -3.0
C 2.049 3.061 1.181 0.0 0.6 0.9
C 0.754 3.924 1.360 -0.1 -0.5 0.5
C 0.731 4.345 2.872 1.4 -1.3 -2.2
O 1.730 3.497 3.445 0.8 1.7 2.6
C 2.309 2.573 2.592 1.1 -0.3 -2.4
H 2.935 3.607 0.857 -0.2 0.3 -0.5
H 1.929 2.106 0.669 0.2 1.5 -0.1
H -0.118 3.296 1.178 -0.1 0.3 -0.4
H 0.702 4.876 0.833 0.0 -0.5 -0.7
H -0.247 4.224 3.339 0.1 -0.2 0.1
H 1.007 5.398 2.815 0.3 0.1 1.0
H 1.725 1.667 2.752 3.3 0.8 -1.3
H 3.320 2.169 2.644 0.9 1.5 1.1
C -2.362 0.266 -1.827 -1.1 2.6 0.1
C -1.674 1.554 -2.348 -0.1 -0.3 -3.0
C -2.432 1.730 -3.740 0.6 0.3 3.0
O -3.788 1.520 -3.322 -0.1 -0.3 0.1
C -3.814 0.624 -2.165 0.5 -1.5 -1.0
H -2.228 0.119 -0.755 -0.4 0.5 -1.3
H -1.975 -0.618 -2.333 -0.4 0.2 -0.2
H -0.643 1.352 -2.640 -0.5 1.0 0.0
H -1.689 2.479 -1.772 -0.4 -0.4 0.2
H -2.013 1.028 -4.460 -0.5 -0.4 -0.1
H -2.236 2.732 -4.122 -0.7 0.1 -0.1
H -4.289 -0.319 -2.435 -0.4 0.1 -0.4
H -4.366 0.971 -1.291 0.3 0.5 -0.9
O -1.618 -1.167 1.653 1.7 1.5 -2.4
C -0.828 -0.656 0.855 -1.3 0.3 0.4
O -0.782 -1.064 -0.432 0.6 0.2 1.9
C 0.127 -0.209 -1.139 -0.2 1.5 1.2
C 0.394 0.997 -0.183 0.2 -1.2 -0.1
C 0.062 0.468 1.164 0.3 0.6 -2.0
H -0.372 0.249 -1.993 1.0 -2.4 0.7
H 1.051 -0.777 -1.251 -3.0 2.6 -0.6
H -0.167 1.895 -0.442 0.0 -0.3 0.0
H 1.452 1.236 -0.294 -2.0 -0.4 1.5
H -0.428 1.253 1.740 0.4 -0.8 -1.5
H 0.978 0.166 1.673 -0.2 -0.4 -0.4
O 0.528 1.500 3.197 -6.8 -2.7 5.6
C -0.189 0.572 3.546 -0.8 2.6 2.7
O -1.585 0.742 3.578 7.4 -3.2 8.6
C -2.232 -0.547 3.813 -0.7 0.4 0.9
C -1.117 -1.567 3.981 -0.6 -0.7 2.1
C 0.224 -0.790 3.894 -1.2 -2.8 -1.0
H -2.859 -0.700 2.935 0.1 -0.3 1.1
H -2.883 -0.423 4.679 0.2 0.0 0.2
H -1.295 -2.467 3.392 0.5 0.5 -0.5
H -1.215 -1.993 4.979 0.1 0.3 0.4
H 0.729 -1.173 3.007 0.5 0.0 0.1
H 0.844 -1.078 4.743 0.1 1.1 0.1
O -2.187 -6.207 0.105 2.6 2.3 0.5
C -1.364 -5.272 0.298 -3.2 -6.2 -2.2
O -1.703 -4.270 1.006 -0.6 2.7 1.7
C -0.683 -3.280 0.928 2.0 -0.9 -2.5
C 0.166 -3.744 -0.311 1.1 2.1 1.5
C 0.025 -5.181 -0.284 -0.7 -2.4 0.4
H -0.030 -3.348 1.798 0.0 -0.2 0.3
H -0.984 -2.241 0.794 -0.5 -4.7 0.1
H 1.185 -3.420 -0.097 -1.0 0.2 0.7
H 0.004 -3.397 -1.332 -0.9 0.7 0.3
H 0.672 -5.714 0.412 0.2 0.1 0.3
H 0.080 -5.760 -1.206 -0.1 0.3 -0.1

[4]
103
Properties=species:S:1:pos:R:3:forces:R:3 method="wB97M-V/def2-TZVPD" homo_energy_ev=-10.67 charge=+1 lumo_energy_ev=-4.364 orbital_gap_ev=6.308 e_tot_ha=-4609.89393 spin_multiplicity=1
C 4.894 5.430 0.483 -0.2 0.0 0.1
C 6.169 4.854 -0.060 0.4 0.1 0.3
O 7.162 5.503 -0.235 -0.1 -0.1 -0.2
O 6.101 3.527 -0.313 -0.5 0.0 -0.5
C 7.050 3.056 -1.304 0.1 0.3 0.1
C 6.540 1.799 -1.956 0.2 -0.5 -0.1
C 6.351 0.604 -1.013 -0.4 0.5 0.3
C 4.932 0.504 -0.430 0.3 -0.1 -0.2
C 4.015 -0.323 -1.326 -0.1 -0.1 0.2
C 2.536 -0.354 -0.918 0.2 -0.1 -0.4
C 1.669 0.915 -1.142 -0.2 0.2 0.2
C 2.399 1.944 -1.986 -0.2 -0.4 -0.2
N 1.499 3.106 -2.307 0.5 0.2 0.4
Br 0.078 2.681 -3.480 -0.1 0.0 0.0
C 1.039 3.758 -1.039 -0.2 0.2 0.0
C 0.270 2.805 -0.139 0.0 0.0 -0.2
C -0.105 3.656 1.080 -0.1 0.3 0.0
C -1.111 4.762 0.768 0.4 0.0 -0.2
F -0.614 2.826 2.081 0.0 0.0 0.0
C 1.043 1.489 0.169 0.2 0.3 0.3
C 0.082 0.409 0.721 -0.2 -0.1 -0.2
C -1.172 0.124 -0.128 -0.2 -0.1 0.2
C -2.510 0.631 0.454 -0.2 -0.3 -0.3
C -3.149 1.784 -0.281 0.0 0.3 0.1
C -3.721 2.838 0.430 -0.1 0.0 -0.2
C -4.316 3.907 -0.228 0.0 0.0 -0.1
C -4.349 3.953 -1.616 0.1 -0.1 0.0
C -3.804 2.898 -2.339 0.1 0.0 0.2
C -3.216 1.828 -1.675 0.0 0.0 0.0
B 2.204 1.762 1.236 0.0 -0.3 0.1
O 2.511 0.856 2.239 -0.1 0.4 -0.1
O 2.962 2.897 1.108 0.0 -0.2 -0.1
H 4.008 4.907 0.129 0.1 -0.1 0.0
H 4.895 5.389 1.572 0.1 0.0 0.0
H 4.844 6.477 0.196 0.1 0.0 0.0
H 8.022 2.905 -0.837 0.0 -0.1 0.1
H 7.179 3.844 -2.046 0.0 0.0 0.0
H 7.305 1.533 -2.690 0.0 0.1 -0.1
H 5.632 1.998 -2.535 -0.1 0.0 0.1
H 7.037 0.736 -0.175 0.3 -0.3 -0.1
H 6.577 -0.319 -1.545 0.2 -0.1 0.1
H 4.563 1.516 -0.263 0.0 0.0 0.0
H 4.983 0.020 0.547 -0.1 0.0 0.1
H 4.148 -0.067 -2.382 0.0 0.1 0.0
H 4.357 -1.358 -1.251 0.1 0.0 -0.1
H 2.497 -0.662 0.125 -0.1 0.1 0.1
H 2.080 -1.164 -1.490 -0.1 0.0 0.1
H 0.811 0.613 -1.750 0.0 -0.1 -0.1
H 2.687 1.489 -2.932 0.1 0.2 -0.1
H 3.273 2.379 -1.502 0.0 0.1 0.0
H 2.064 3.793 -2.805 -0.1 0.0 -0.2
H 1.949 4.119 -0.556 0.1 -0.1 0.0
H 0.442 4.626 -1.315 -0.1 -0.1 -0.1
H -0.667 2.562 -0.656 0.0 -0.1 0.1
H 0.789 4.120 1.501 0.1 -0.2 0.1
H -1.649 4.569 -0.159 -0.2 0.0 0.1
H -1.805 4.854 1.598 -0.1 0.0 0.0
H -0.592 5.716 0.668 0.0 0.0 0.0
H -0.230 0.652 1.733 0.0 0.1 0.0
H 0.638 -0.521 0.812 0.1 0.0 0.0
H -1.259 -0.957 -0.240 0.1 0.0 -0.1
H -1.076 0.514 -1.142 0.1 0.0 -0.1
H -2.414 0.882 1.510 0.1 0.0 0.0
H -3.216 -0.203 0.401 -0.1 0.0 0.2
H -3.695 2.834 1.513 0.0 -0.1 0.0
H -4.744 4.716 0.349 0.0 0.0 0.0
H -4.798 4.788 -2.134 -0.1 0.0 0.0
H -3.841 2.893 -3.420 -0.1 0.0 0.0
H -2.818 1.008 -2.262 0.0 -0.1 0.0
H 2.015 1.022 3.048 0.1 -0.3 0.1
H 3.705 2.871 1.726 0.0 0.1 0.0
C -5.495 -1.249 2.654 0.0 0.0 0.0
O -4.681 -2.064 1.829 0.0 0.0 0.0
C -3.879 -2.982 2.559 0.1 0.1 -0.2
C -4.454 -4.379 2.549 0.0 -0.1 0.1
O -5.684 -4.449 3.249 0.0 0.1 0.0
C -6.821 -4.457 2.406 0.0 0.0 0.0
H -6.214 -0.747 2.009 0.0 0.0 0.0
H -6.035 -1.841 3.395 0.0 0.0 0.0
H -4.893 -0.491 3.169 0.0 0.0 0.0
H -3.744 -2.637 3.589 0.0 0.0 0.0
H -2.895 -3.009 2.077 0.0 0.0 0.0
H -3.752 -5.049 3.051 0.0 0.0 0.0
H -4.569 -4.729 1.519 0.0 0.0 0.0
H -6.926 -5.425 1.905 0.0 0.0 0.0
H -6.771 -3.667 1.653 0.0 0.0 0.0
H -7.694 -4.294 3.036 0.0 0.0 0.0
C -0.450 -8.596 -0.389 0.0 0.0 0.0
O -0.765 -7.786 -1.508 0.0 0.1 0.1
C -2.144 -7.480 -1.620 0.1 0.0 -0.1
C -2.450 -6.083 -1.131 -0.2 0.0 0.1
O -2.221 -5.944 0.264 0.1 0.0 0.0
C -0.995 -5.315 0.575 0.0 0.0 0.0
H 0.632 -8.591 -0.278 0.0 0.0 0.0
H -0.905 -8.213 0.528 0.0 0.0 0.0
H -0.782 -9.627 -0.550 0.0 0.0 0.0
H -2.747 -8.210 -1.073 0.0 0.0 0.0
H -2.411 -7.546 -2.679 0.0 0.0 0.0
H -3.508 -5.868 -1.311 0.0 0.0 0.0
H -1.856 -5.353 -1.690 0.0 0.0 0.0
H -1.047 -4.238 0.369 0.0 0.0 0.0
H -0.164 -5.748 0.013 0.0 0.0 0.0
H -0.815 -5.458 1.640 0.0 0.0 0.0